1.
Entry from the Open Molecules 2025 dataset: 16 unconnected molecules or ions with the total composition C54H108NO16 at a distorted geometry (wB97M-V/def2-TZVPD).

XYZ file:
```
179
Properties=species:S:1:pos:R:3:forces:R:3:lowdin_charge:R:1
H -0.7398 5.1713 -0.4325 -0.23 -0.06 -0.08 0.080
C -0.5903 -1.0037 -4.7094 0.74 0.96 -0.29 -0.021
H -1.0837 -1.9655 -4.6158 -0.15 -0.02 0.03 0.093
H 1.5953 -1.1494 -0.1774 0.36 0.28 0.07 0.048
C -1.3264 -0.6945 0.8792 0.23 1.23 -0.51 -0.515
H -3.7867 -4.7512 1.6405 -0.21 0.11 -0.07 0.085
H 4.9357 -1.6179 -1.8703 0.02 0.51 0.01 0.079
C -4.6303 -5.1165 -0.3211 -0.31 -0.02 0.71 -0.493
H -3.3550 -1.3123 0.3358 0.02 0.18 -0.15 0.084
C -0.8862 4.9452 0.6201 0.26 0.34 0.17 -0.012
H -2.0050 -6.7782 2.5088 -0.16 0.06 0.25 0.086
O 0.1223 5.1223 4.4136 0.17 0.37 -0.05 0.069
C -1.2515 -0.8366 -7.1724 0.32 0.14 -0.27 -0.021
H -1.2349 -2.7515 0.2160 -0.33 0.21 0.00 0.059
C -2.1175 4.1015 0.8395 0.25 0.56 0.29 -0.513
O -2.7653 3.7122 -0.0839 -0.61 -0.56 -0.82 0.094
C 4.7872 1.5217 0.2435 -0.50 -0.59 -0.28 -0.490
C 2.4303 4.6711 -0.8501 -0.38 -0.09 -0.27 -0.032
H -4.7862 -7.2424 -0.0952 -0.05 -0.08 0.18 0.079
C 1.9168 -1.2794 4.4877 -0.31 -0.22 0.45 -0.014
H 1.7475 -1.7440 3.5213 0.06 -0.02 -0.03 0.069
H 6.1047 -1.9226 -3.0974 -0.08 -0.08 -0.26 0.093
H -0.4958 -6.2177 1.8283 -0.17 0.53 -0.22 0.068
H 3.2228 4.3707 -1.5381 0.09 0.07 0.08 0.072
C 3.6825 -3.0216 1.3646 0.30 0.46 0.11 -0.019
C 0.9471 4.2406 4.4168 -0.52 -0.50 -0.25 -0.484
H 0.8664 -4.7772 3.7632 0.41 -0.04 0.19 0.078
C 3.6045 0.2025 5.7573 -0.59 -0.34 0.34 -0.011
C -3.8954 2.8405 -4.7447 0.50 -0.70 -1.01 -0.016
C 4.3805 0.1967 0.8556 -0.07 0.67 -0.03 -0.020
H 1.4923 4.7122 -1.3979 -0.05 -0.07 0.08 0.058
H 1.8954 4.7724 -3.5890 0.09 -0.36 0.01 0.056
H -6.2871 -6.4251 -0.5967 0.02 -0.10 0.00 0.074
C -2.6140 3.9397 2.2508 0.37 -0.06 0.58 -0.022
O 5.9516 -2.7279 0.7206 0.60 0.50 0.10 0.068
H -3.5819 3.4467 2.2642 -0.02 -0.02 -0.08 0.075
H 3.8792 -2.1270 1.9551 -0.12 -0.25 0.10 0.038
H -5.6370 0.6853 1.6940 0.00 -0.83 -0.19 0.064
H 2.3599 3.8912 -0.0869 0.09 0.06 0.06 0.073
C -3.4757 -4.8024 0.5947 0.42 -0.18 -0.20 -0.035
H 2.0029 -5.8575 -1.0793 0.18 0.04 0.28 0.068
C -5.4181 -6.3659 0.0571 -0.09 0.26 -0.54 -0.030
C -0.8415 -2.1294 1.0207 0.20 -0.77 0.27 -0.033
H 0.2857 3.5298 6.3286 -0.45 -0.06 -0.26 0.082
C 2.7128 6.0201 -0.2404 0.72 -1.06 0.04 -0.503
H 0.2679 2.3300 0.6534 -0.34 -0.15 -0.05 0.096
O -5.4795 -0.4069 4.5218 -0.23 -0.28 -0.30 0.068
H 5.0724 -0.4708 -3.2841 0.10 0.16 0.24 0.064
H 2.9003 3.6157 3.5574 -0.28 -0.32 0.38 0.086
H -1.1796 -2.5022 2.0008 0.13 -0.28 -0.19 0.072
O 0.9860 -0.4668 -6.4558 -0.03 0.15 0.12 0.038
C 4.0468 6.1011 0.4722 -0.19 1.17 0.36 -0.016
C 0.1129 -4.9757 -1.5081 1.57 0.85 1.30 -0.507
C -6.8871 0.8382 -0.0724 -0.24 -0.05 -0.46 -0.495
H 3.8476 -4.5054 -0.8437 0.04 -0.20 -0.23 0.049
C 5.1116 -1.4986 -2.9457 0.07 -0.54 0.27 -0.010
H 0.2779 -0.9350 -4.0603 -0.06 -0.22 0.16 0.045
H -3.0091 -1.5090 5.8934 -0.27 0.01 0.12 0.085
H -1.2609 -0.2076 -4.3714 -0.27 -0.26 0.09 0.091
H 2.8426 -0.5588 -3.9695 -0.27 -0.17 0.12 0.075
C -0.8179 0.2088 2.0146 1.07 -1.77 1.66 -0.140
C -7.9550 1.8024 -0.5623 0.01 0.67 0.27 -0.034
H 0.1174 4.6068 -3.6543 0.12 0.08 0.15 0.083
H 0.2398 -2.2913 0.9205 0.03 0.41 0.35 0.058
C 4.0173 -2.3124 -3.5856 -0.62 0.27 -0.40 -0.495
C -2.8528 3.8790 -4.4029 -1.16 0.84 0.51 -0.491
C -0.1568 -0.7100 -6.1334 -0.45 -0.66 0.03 -0.486
C 1.0156 3.7341 -5.3408 0.57 -0.55 0.77 -0.501
H -1.8824 0.0539 -7.2027 -0.12 -0.07 0.31 0.082
N -0.9689 -0.0899 -0.3869 -0.88 1.25 -0.01 -0.215
H 5.6184 -4.3768 -1.1589 -0.14 0.07 -0.16 0.081
H 1.2750 -0.2959 1.7867 0.01 -0.01 0.46 0.088
H 4.2760 7.1353 0.7421 -0.12 0.05 -0.25 0.081
H 0.0637 1.0317 -2.7567 0.14 -0.22 0.06 0.047
C 1.0302 4.7640 -4.2418 -0.29 0.51 -0.48 -0.015
C 0.8542 3.1685 5.4748 0.96 -0.33 0.85 -0.022
H 3.2297 -0.2051 6.7019 -0.14 0.25 -0.03 0.087
H 1.7213 -2.0018 5.2886 0.13 -0.11 -0.10 0.093
O -2.4689 3.9949 -3.2684 0.71 -0.16 0.26 0.070
O -4.9611 -4.4248 -1.2469 0.08 0.00 -0.19 0.091
H 1.5482 -3.3339 -1.7120 -0.11 0.00 0.27 0.063
H -1.0426 5.8754 1.1739 0.19 0.06 -0.06 0.092
C -3.8877 1.2331 5.0681 -0.61 0.60 -0.30 -0.018
H 3.9287 0.9643 -1.6432 -0.21 0.36 -0.22 0.041
O 3.9208 -3.5037 -3.4379 0.26 -0.71 0.21 0.054
H 4.8555 5.7226 -0.1466 0.01 -0.39 0.18 0.082
H 1.2665 -4.3081 -3.1166 0.02 0.12 -0.03 0.093
O -1.0538 -5.1965 -1.5081 -1.78 -0.50 -0.45 0.090
C 1.3776 -0.4614 -0.9981 -0.02 -0.68 -0.98 -0.037
H 5.2858 -0.2680 1.2463 -0.14 -0.30 -0.05 0.093
C -0.4347 -6.3761 3.9174 0.39 -0.45 -0.04 -0.507
H 2.0912 -2.0500 -4.6349 -0.03 -0.30 0.14 0.064
H -2.6690 4.9164 2.7379 -0.10 0.01 -0.05 0.084
C 0.1609 1.5297 -1.7962 0.05 0.63 -0.29 -0.022
H 1.8249 2.8927 5.9084 0.13 0.26 -0.34 0.064
C 1.0361 -5.7479 -0.5864 0.25 -0.58 -0.37 -0.025
H 3.5255 -1.2998 -5.3466 -0.14 -0.15 -0.04 0.103
H -6.9626 1.7214 1.8610 -0.40 -0.23 0.06 0.071
H 0.6462 -6.7432 -0.3693 -0.14 0.05 -0.07 0.078
H 3.7065 0.3903 1.6907 0.13 0.03 0.10 0.075
H 3.4728 -3.8605 2.0325 -0.15 -0.04 -0.05 0.091
H 2.0184 1.8463 -5.8223 0.25 0.42 -0.08 0.084
H 0.6293 1.6962 -4.8951 -0.08 0.22 0.38 0.073
H -3.7624 1.3244 6.1502 0.14 -0.03 -0.03 0.087
H -0.8086 -0.9200 -8.1645 0.04 -0.16 0.05 0.077
C 3.0172 -1.5487 -4.4033 0.77 0.88 -0.26 -0.021
H -1.8456 -1.7156 -6.9273 -0.23 0.10 -0.15 0.080
H 0.0511 4.5194 0.9819 -0.18 -0.17 0.24 0.049
C -2.8521 -0.6643 1.0538 0.12 -0.59 -0.16 -0.021
H -0.7021 2.1994 -1.7282 -0.05 -0.15 0.36 0.090
H 2.0710 2.3600 -4.0859 0.03 -0.25 0.03 0.067
H -7.3304 -0.0161 1.8454 0.24 -0.20 0.17 0.089
H -5.7575 -6.3118 1.0909 0.16 -0.09 0.09 0.076
H -0.0110 -3.1656 -2.6140 0.08 0.19 0.18 0.075
O -6.2621 0.1782 -0.8584 0.22 -0.23 0.01 0.089
H -3.0835 -1.0381 2.0595 -0.13 0.10 0.00 0.060
O 4.2057 -0.9991 3.8522 -0.03 -0.49 -0.31 0.063
H -7.8929 2.7059 0.0530 -0.28 -0.06 -0.04 0.070
H 1.6561 -6.2584 3.2801 -0.16 -0.16 -0.06 0.081
H 2.8236 -2.8366 0.7163 -0.04 -0.23 -0.06 0.064
H -7.8242 2.1135 -1.5959 0.27 -0.32 -0.09 0.074
H 5.6566 1.1916 -1.6051 -0.03 0.16 -0.18 0.092
H -3.7038 1.9030 -4.2245 -0.14 0.18 0.39 0.087
C -3.2766 -1.2639 4.8679 0.05 0.13 -1.09 -0.022
H 1.3805 -5.9702 5.0174 -0.05 -0.02 0.11 0.078
C 4.8413 -4.4805 -0.4063 0.15 0.02 0.07 -0.019
H -3.6510 -2.1177 4.3030 0.11 -0.23 0.36 0.082
C 4.7054 1.6201 -1.2659 0.64 -0.28 0.66 -0.011
H 1.1422 -5.2211 0.3639 0.13 0.22 -0.12 0.071
H -4.7212 1.8734 4.7692 0.08 0.06 0.18 0.081
H 2.2617 5.0393 2.8706 -0.54 0.21 0.11 0.074
O -1.3978 -0.7724 -1.5056 -0.05 -0.75 -0.34 -0.258
H 2.2711 -0.0168 -1.4530 0.08 0.07 0.49 0.051
O 0.5663 4.0013 -6.4201 -0.39 0.30 -1.03 0.062
H -2.7558 -5.6230 0.5437 -0.06 -0.03 -0.12 0.060
H -2.3702 -0.9133 4.3673 0.05 -0.06 0.09 0.051
H -1.9043 3.3698 2.8609 0.01 -0.04 -0.10 0.062
H 3.9707 5.5976 1.4370 0.19 -0.52 -0.24 0.070
H -3.8551 2.5996 -5.8133 -0.09 0.13 0.04 0.067
H 4.6492 2.6657 -1.5470 -0.12 -0.05 -0.28 0.065
H 1.8343 1.5907 0.4756 -0.15 0.08 -0.42 0.098
H -3.1950 0.3626 0.9393 -0.11 0.00 -0.09 0.081
H -1.4723 5.2243 -5.3601 -0.19 0.50 0.35 0.052
H -4.9033 3.1993 -4.5425 0.05 0.10 0.25 0.086
H 5.0408 -5.4227 0.1133 -0.21 0.05 0.12 0.092
H 1.0667 2.1568 -1.7831 -0.03 -0.04 -0.28 0.067
H 3.8370 -0.4163 0.1414 0.29 -0.21 0.01 0.049
C -6.6892 0.7528 1.4250 0.13 1.34 0.02 -0.019
H 0.9658 1.2191 2.7412 0.19 -0.18 0.05 0.088
O 5.1965 2.4329 0.9160 0.12 0.55 0.30 0.055
H 3.0557 1.1133 5.5040 0.08 0.07 0.28 0.060
O 1.9245 6.9193 -0.3100 -0.33 0.74 0.08 0.083
H 0.9754 5.7288 -4.7491 -0.17 0.08 0.24 0.088
C 0.6487 0.5936 1.9011 -0.92 0.50 -1.53 -0.177
H -0.8271 -0.4529 2.9069 -0.49 0.25 0.02 0.088
C -1.1945 -6.0698 2.6537 0.44 -0.56 0.16 -0.020
C 1.4972 2.3519 -5.0089 -0.11 -0.43 -0.03 -0.010
H -3.0023 1.6160 4.5612 0.20 -0.40 0.04 0.063
H 4.6640 0.4027 5.8610 0.09 0.02 -0.23 0.084
C 0.7588 1.3536 0.5807 1.23 0.55 0.64 -0.141
H 1.5253 3.4972 2.4827 -0.17 -0.06 0.14 0.064
H 0.9800 -1.0979 -1.7970 -0.34 0.10 0.16 0.052
C 3.3166 -0.7595 4.6317 0.58 0.68 -0.02 -0.485
C 0.9733 -5.8419 4.0223 -0.30 0.86 -0.49 -0.023
H -1.4607 1.0542 2.2549 -0.05 0.17 -0.43 0.101
C -2.5104 4.9156 -5.4499 0.55 -1.31 -0.97 -0.017
H -8.9628 1.3893 -0.4795 0.07 -0.10 0.24 0.080
C 0.7603 -3.8476 -2.2575 -0.26 -0.42 -0.90 -0.016
C -4.3190 -0.1777 4.7455 0.47 0.19 0.91 -0.505
O -0.9020 -7.0253 4.8153 -0.45 -0.31 0.50 0.069
C 1.9474 4.0876 3.3020 0.98 0.15 -0.44 -0.011
H 0.4799 2.2117 5.1009 -0.34 0.23 -0.23 0.075
H -2.9479 -3.9037 0.2957 -0.19 0.14 -0.03 0.060
C 4.9254 -3.3350 0.5688 -0.46 -0.61 -0.10 -0.504
H -1.5862 -5.0561 2.7121 0.13 0.11 -0.33 0.079
H -3.2378 5.7223 -5.4636 0.08 0.15 0.17 0.087
H -2.5325 4.4044 -6.4193 -0.22 0.30 -0.08 0.076
C 0.2868 0.5599 -0.6368 0.29 -0.41 0.68 -0.515
H 1.1737 -0.4975 4.6613 0.12 0.13 -0.18 0.074
```
Forces are in eV/Å.

Its net charge is -1. The total energy comes out at -3380.85514 Ha. For the strongest force on any atom, the calculation gives 2.7 eV Å⁻¹. For the energy above the lowest of the compared OMol25 structures with the same formula, charge and spin, the calculation gives 39.2 kJ/mol. The spin multiplicity is 1.



2.
Entry from the Open Molecules 2025 dataset: a molecular structure, C13H10BrN2O3Pt (wB97M-V/def2-TZVPD).

XYZ file:
```
30
Properties=species:S:1:pos:R:3:forces:R:3:lowdin_charge:R:1
O -2.8325 5.3733 -0.4426 -0.06 0.08 0.01 0.090
C -0.4731 1.8501 -0.7879 0.00 -0.04 0.03 -0.020
O -1.3451 6.2351 0.9415 -0.03 0.02 0.04 0.087
C -1.6857 5.2859 0.2845 0.15 -0.11 -0.05 -0.494
H -3.0166 4.5206 -0.8495 0.00 -0.06 -0.02 0.077
C 1.4834 -4.1199 -0.4322 -0.06 -0.08 -0.04 -0.004
O 1.5843 -1.7651 -0.2700 -0.06 -0.49 0.16 -0.164
C -1.1873 3.0290 -0.7667 0.01 0.05 0.06 -0.038
C -0.3199 -4.0559 1.5987 -0.05 -0.07 -0.02 -0.137
H -0.3034 -0.8829 -0.3394 -0.12 0.12 0.29 0.114
Pt 1.2168 -1.1905 -2.3087 0.30 -0.03 -0.05 0.229
C -0.9430 4.0042 0.2054 -0.22 0.11 -0.11 -0.170
C 0.0632 -5.2851 1.1011 -0.01 0.06 0.04 -0.085
H -1.9087 3.1942 -1.5618 0.00 -0.02 -0.01 0.108
H -0.3555 -6.1982 1.5004 0.00 0.01 0.02 0.093
C 0.0632 3.7718 1.1434 0.19 -0.17 0.08 -0.030
C 0.9900 -5.3069 0.0608 0.03 0.01 -0.08 -0.071
C 0.7831 2.5956 1.1340 -0.11 0.37 0.09 -0.021
C 1.0289 -2.9464 0.1641 0.10 0.00 -0.04 -0.360
H -0.6217 1.1212 -1.5754 -0.03 0.07 -0.05 0.082
H 0.2609 4.5373 1.8822 0.00 0.00 0.00 0.113
Br 0.8585 -0.4231 -4.5190 -0.13 0.04 0.00 -0.312
N 0.1607 -2.8953 1.1450 0.01 0.11 0.03 0.151
H 2.1503 -4.0660 -1.2801 0.06 0.02 0.03 0.108
N 1.2640 0.4444 0.2185 -0.05 0.84 0.41 0.086
C 0.7532 -0.6152 -0.3153 -0.22 -0.25 -0.69 -0.455
H -1.0496 -3.9773 2.3968 0.01 -0.04 0.01 0.103
H 1.5590 2.4107 1.8652 0.01 -0.01 -0.01 0.105
H 1.3061 -6.2452 -0.3769 0.00 -0.01 0.01 0.105
C 0.5165 1.5995 0.1839 0.26 -0.57 -0.13 -0.289
```
Forces are in eV/Å.

Its net charge is -1. The total energy comes out at -3530.02779 Ha. For the strongest force on any atom, the calculation gives 0.9 eV Å⁻¹. For the energy above the lowest of the compared OMol25 structures with the same formula, charge and spin, the calculation gives 8.7 kJ/mol. The spin multiplicity is 1.



3.
Entry from the Open Molecules 2025 dataset: a molecular structure, C2H3N3OS at a distorted geometry (wB97M-V/def2-TZVPD).

XYZ file:
```
10
Properties=species:S:1:pos:R:3:forces:R:3:lowdin_charge:R:1
S -3.4457 0.5363 -0.0619 -2.62 -2.99 0.13 0.818
N -1.8099 0.6165 -0.1313 2.19 0.67 0.77 -0.591
H -1.5937 -1.4935 0.1185 0.38 1.34 0.30 0.099
N 0.2107 1.2667 -0.2231 -3.56 -2.13 1.30 0.043
H 1.2073 -0.6050 0.1836 -1.43 0.33 -0.28 0.140
C 0.2184 -0.0988 0.0470 2.16 1.19 -0.53 -0.032
H 0.9234 1.8690 -0.5397 0.74 0.75 -0.02 0.139
N -1.0930 1.7086 -0.2298 1.27 -0.37 -1.09 0.074
C -1.0774 -0.4900 0.0896 0.87 -2.21 -0.31 -0.140
O -3.4972 -1.6794 0.0986 -0.01 3.41 -0.27 -0.551
```
Forces are in eV/Å.

The total energy comes out at -715.48057 Ha. For the strongest force on any atom, the calculation gives 4.3 eV Å⁻¹. For the energy above the lowest of the compared OMol25 structures with the same formula, charge and spin, the calculation gives 566.2 kJ/mol. The spin multiplicity is 1.